Entry 1:
ORCA calculation (ωB97M-V/def2-TZVPD) on a structure of composition C8H19CoNS2Se4.

The geometry in XYZ format:
```
35
Properties=species:S:1:pos:R:3:lowdin_charge:R:1
Co -0.57036 -0.10571 0.34335 -0.462
S -0.51895 -2.31710 0.03682 0.822
S -0.50685 2.14940 0.40887 0.837
C 0.53012 -3.12594 1.29626 -0.392
C 0.54656 -2.46707 -1.42920 -0.393
C 1.15924 -1.16768 -1.89071 -0.274
N 0.26989 -0.00444 -1.52147 -0.211
C 0.99569 1.28653 -1.78085 -0.280
C 0.18778 2.44615 -1.24587 -0.392
H -0.13743 -2.86297 -2.19237 0.079
H 1.30309 -3.22475 -1.20850 0.091
H 1.29859 -1.16582 -2.98531 0.126
H 2.14317 -1.01498 -1.42511 0.077
H 1.16531 1.38259 -2.86622 0.125
H 1.97625 1.23142 -1.28447 0.075
H -0.68174 2.64441 -1.88699 0.083
H 0.78860 3.35547 -1.16888 0.085
C 0.74602 3.01548 1.40320 -0.415
H -0.51966 -0.03203 -2.17720 0.130
H 1.74408 2.57166 1.28509 -0.006
H 0.44020 2.98508 2.45738 -0.036
H 0.73087 4.04500 1.01955 0.039
H 0.02499 -3.08177 2.26733 0.013
H 1.52387 -2.66183 1.36837 -0.012
H 0.60995 -4.16764 0.96226 0.038
C -2.76245 -0.08171 1.05254 -0.526
C -2.27023 0.00485 -0.35048 -0.448
H -3.20190 0.85334 1.42867 0.071
H -3.50368 -0.89074 1.14324 0.067
H -2.55971 0.94374 -0.83532 0.049
H -2.59251 -0.85386 -0.95396 0.046
Se 1.65308 -0.07453 1.00212 0.262
Se 1.80593 0.12489 3.32800 0.058
Se -0.38176 0.94852 3.91660 0.129
Se -1.43604 -0.68797 2.48325 0.545
```

Summary:
* energy above the lowest of the compared OMol25 structures with the same formula, charge and spin: 64.4 kcal per mole
* total charge: 0
* E_LUMO (spin up / spin down): -0.169 / -0.295 eV
* 2S+1: 4
* <S²>: 3.778
* frontier orbital gap (spin up / spin down): 5.39 / 6.41 eV
* electronic energy: -330774.72293 eV



Entry 2:
ORCA calculation (ωB97M-V/def2-TZVPD) on the molecule C3H8O2S.

The geometry in XYZ format:
```
14
Properties=species:S:1:pos:R:3:lowdin_charge:R:1
C 1.19966 -1.45850 -0.13237 -0.110
C -1.72944 1.42517 0.21847 -0.248
C 0.69100 -0.00652 0.12499 -0.424
O -1.69222 -1.13705 0.25029 -0.549
O 1.51338 1.04550 -0.53592 -0.101
S -1.15448 -0.07363 -0.58304 0.889
H 1.25894 -1.86765 -1.14838 0.077
H 2.23222 -1.73465 0.27778 0.101
H 0.48054 -1.98327 0.51901 0.064
H -2.74112 1.74124 -0.13962 0.075
H -1.07336 2.23103 0.04893 0.034
H -1.69310 1.02890 1.18087 0.021
H 0.62986 0.16553 1.13372 0.083
H 2.07813 0.62391 -1.21473 0.088
```

Summary:
* energy above the lowest of the compared OMol25 structures with the same formula, charge and spin: 51.3 kcal per mole
* total charge: 0
* E_LUMO: 0.743 eV
* frontier orbital gap: 9.72 eV
* electronic energy: -18169.02171 eV



Entry 3:
ORCA calculation (ωB97M-V/def2-TZVPD) on a structure of composition C7H23BrCdN7O4.

The geometry in XYZ format:
```
43
Properties=species:S:1:pos:R:3:lowdin_charge:R:1
Cd -1.70497 4.58816 -0.51890 1.188
Br -0.43446 2.48478 0.00684 0.067
C 2.70545 3.06894 -3.21441 -0.795
O 3.84560 3.05972 -3.57258 0.103
N 1.95930 2.10146 -2.82134 0.151
N 1.91721 4.12299 -3.16116 0.136
H 2.38302 1.33292 -2.32143 0.116
H 1.04797 2.35413 -2.46677 0.023
H 1.01515 4.15270 -2.70784 0.060
H 2.30652 4.94354 -3.60300 0.123
C -2.35069 0.34236 3.05162 -0.796
O -3.18367 -0.17704 3.81197 0.043
N -1.56227 1.26235 3.42571 0.174
N -2.03129 -0.10716 1.88691 0.180
H -1.24012 1.90298 2.71443 0.042
H -1.85339 1.58863 4.33615 0.137
H -1.39814 0.43928 1.32068 -0.008
H -2.57997 -0.84401 1.46726 0.112
C 1.78832 -0.26116 2.76358 -0.764
O 1.80164 -0.32873 3.99839 0.047
N 1.75556 -1.31711 2.01562 0.177
N 1.58330 0.83576 2.08875 0.146
H 2.11599 -2.11622 2.51724 0.137
H 1.89585 -1.18018 1.02483 0.098
H 1.48939 1.67939 2.63608 0.113
H 1.39490 0.90132 1.09864 0.017
C 0.24260 -1.54383 -2.92165 -0.064
C -0.88069 -1.69202 -1.95287 -0.431
C -0.41625 -2.24504 -0.56015 -0.194
O -1.55329 -2.50108 0.22263 -0.231
C -1.38345 -3.43150 1.32107 -0.058
N -1.65625 -0.47933 -1.76990 0.069
H -0.08629 -1.01585 -3.81673 0.089
H 0.66346 -2.52466 -3.14290 0.092
H 1.04973 -0.91466 -2.54646 0.059
H -1.52544 -2.44768 -2.40163 0.147
H 0.17641 -1.43854 -0.12841 0.087
H 0.14017 -3.18113 -0.60745 0.133
H -0.83302 -2.91038 2.10437 0.082
H -1.00855 -4.41707 1.04501 0.092
H -2.37008 -3.68555 1.70850 0.093
H -1.10703 0.29794 -1.43182 -0.039
H -2.11812 -0.69945 -0.89909 0.046
```

Summary:
* energy above the lowest of the compared OMol25 structures with the same formula, charge and spin: 141.6 kcal per mole
* total charge: +1
* E_LUMO: -9.360 eV
* frontier orbital gap: 2.60 eV
* electronic energy: -100850.21056 eV



Entry 4:
ORCA calculation (ωB97M-V/def2-TZVPD) on a structure of composition C12H48AlB6MnO6S3.

The geometry in XYZ format:
```
77
Properties=species:S:1:pos:R:3:lowdin_charge:R:1
Mn 1.75561 -0.13561 0.71247 0.637
Al -1.22289 -1.94070 -0.54866 0.313
B 1.06120 -2.21360 -1.78451 -0.420
H 0.54495 -1.97390 -2.70117 -0.010
H 0.59963 -1.64455 -0.99243 -0.028
H 1.02285 -3.28536 -1.66575 0.027
H 2.12817 -2.05307 -1.77877 0.032
B 0.22925 -0.20422 0.39769 -0.795
H 0.69053 -0.22373 -0.57754 0.071
H -0.84660 -0.16342 0.32611 0.068
H 0.59803 -1.10753 0.85842 0.031
H 0.50343 0.66344 0.97756 0.079
B 2.10666 -0.39939 2.24930 -0.592
H 2.47142 -0.76398 3.19707 0.115
H 1.51792 0.50375 2.29376 0.087
H 2.96403 -0.19320 1.62749 0.068
H 1.51914 -1.16096 1.76037 0.054
B 0.59160 -3.00321 0.42922 -0.420
H 0.88162 -2.00409 0.14307 -0.061
H 0.06318 -3.54635 -0.33890 0.015
H 1.40032 -3.50444 0.93812 0.090
H -0.15945 -2.82454 1.18305 -0.014
B 2.66231 -1.30158 -0.02978 -0.590
H 3.37511 -0.58438 0.34676 0.090
H 2.07436 -1.77734 0.73977 0.050
H 1.98975 -0.91218 -0.77829 0.009
H 3.27483 -2.08915 -0.44063 0.108
B 2.19435 1.28531 -0.00914 -0.536
H 2.62120 0.97558 0.93219 0.048
H 2.35562 0.47272 -0.70048 0.013
H 1.12861 1.33840 0.15090 0.015
H 2.46034 2.26799 -0.36666 0.080
C 1.84027 0.42478 -4.10989 -0.152
C 2.05820 0.79326 -2.58574 -0.151
C 0.72184 1.48362 -2.01178 -0.213
S -0.64377 0.43310 -2.70878 0.912
O -1.70605 1.30334 -3.31863 -0.355
O -1.14215 -0.57845 -1.77433 -0.353
C 0.46526 -0.28158 -4.11190 -0.167
H 2.48024 -0.37973 -4.47222 0.113
H 1.98430 1.22335 -4.83766 0.098
H 2.93215 1.44038 -2.51123 0.121
H 2.43726 0.00844 -1.93116 0.080
H 0.82428 2.42940 -2.54385 0.152
H 0.60675 1.69806 -0.94929 0.045
H -0.15931 -0.23812 -5.00416 0.097
H 0.65005 -1.26182 -3.67250 0.022
C -2.71920 3.13895 0.74811 -0.141
C -1.28923 3.00042 -0.00615 -0.173
C -1.45952 2.06814 -1.08938 -0.289
S -2.84160 0.86367 -0.66557 0.946
O -2.37344 -0.51894 -0.28209 -0.462
O -3.93719 1.00698 -1.61460 -0.294
C -3.37063 1.74333 0.86015 -0.219
H -3.28077 3.81169 0.09991 0.104
H -2.52594 3.67941 1.67475 0.106
H -0.50466 2.78837 0.72020 0.114
H -1.00011 4.03656 -0.18200 0.124
H -0.53520 1.52301 -1.28065 -0.051
H -1.78550 2.52829 -2.02217 0.114
H -2.83949 1.16685 1.61755 -0.041
H -4.42588 1.65846 1.11967 0.126
C -1.29183 0.72614 2.50204 -0.151
C -0.22648 -0.34949 3.04586 -0.153
C -0.80409 -1.78852 2.85714 -0.144
S -2.59484 -1.66059 2.25883 0.924
O -3.56130 -2.55045 2.99232 -0.360
O -2.64277 -1.74604 0.77704 -0.326
C -2.72015 0.13861 2.77240 -0.208
H -1.20450 0.66410 1.41731 0.050
H -1.26909 1.73351 2.91772 0.138
H -0.14045 -0.26202 4.12893 0.124
H 0.76997 -0.18341 2.63646 -0.046
H -0.68503 -2.42144 3.73654 0.118
H -0.26475 -2.35962 2.10145 0.006
H -2.78857 -0.01991 3.84864 0.115
H -3.59418 0.58936 2.30229 0.069
```

Summary:
* total charge: -1
* E_LUMO (spin up / spin down): 2.188 / 2.163 eV
* 2S+1: 6
* <S²>: 8.778
* frontier orbital gap (spin up / spin down): 4.54 / 5.68 eV
* electronic energy: -99926.76420 eV



Entry 5:
ORCA calculation (ωB97M-V/def2-TZVPD) on a structure of composition C33H30F3N3OPtS2Te.

The geometry in XYZ format:
```
74
Properties=species:S:1:pos:R:3:lowdin_charge:R:1
Pt -1.73062 -1.63597 -1.74992 0.793
S -3.86474 -3.26658 1.82018 1.033
C -5.06761 -2.54596 0.84664 -0.405
C -4.57220 -2.01735 -0.31112 -0.194
C -3.16313 -2.19596 -0.44761 -0.339
C -2.66315 -2.85030 0.65919 -0.555
C -1.23861 -2.95001 0.84815 -0.286
C -0.60190 -3.60715 1.90051 -0.008
C 0.77228 -3.55918 1.99772 -0.045
C 1.49555 -2.84731 1.04784 -0.053
C 0.80219 -2.23009 0.02834 -0.169
N -0.52536 -2.28661 -0.09407 -0.041
H -6.09464 -2.55371 1.17790 0.066
H -5.19263 -1.52281 -1.03911 0.092
H -1.19801 -4.14476 2.62531 0.110
H 1.27950 -4.06556 2.80869 0.112
H 2.57196 -2.76337 1.09500 0.111
H 1.31739 -1.65755 -0.72789 0.066
Te 0.12561 -0.97376 -3.58955 1.519
C 1.99517 -1.93367 -3.37839 -0.519
C 3.08450 -1.36406 -4.03325 -0.140
C 4.33441 -1.95619 -3.93997 -0.080
C 4.49776 -3.12821 -3.21176 -0.083
C 3.40701 -3.71123 -2.58525 -0.078
C 2.15484 -3.11417 -2.66576 -0.152
C 0.76660 0.90628 -2.86201 -0.507
C 1.66171 1.03729 -1.80563 -0.137
C 1.98372 2.29856 -1.32598 -0.086
C 1.41524 3.42994 -1.89858 -0.093
C 0.52948 3.29668 -2.95561 -0.084
C 0.20630 2.03640 -3.44067 -0.164
H 2.96046 -0.45490 -4.60977 0.101
H 5.18014 -1.50683 -4.44447 0.105
H 5.47359 -3.59126 -3.14290 0.103
H 3.52474 -4.63484 -2.03299 0.107
H 1.30237 -3.58527 -2.19130 0.095
H 2.13011 0.16335 -1.36708 0.088
H 2.68493 2.40102 -0.50741 0.097
H 1.67519 4.41383 -1.52786 0.102
H 0.08380 4.17340 -3.40746 0.109
H -0.50165 1.93820 -4.25465 0.101
F -2.73926 -0.06972 -3.92198 -0.093
C -2.98659 -1.28507 -3.29575 -0.788
F -2.83683 -2.20141 -4.30572 -0.023
F -4.31901 -1.25650 -3.06556 0.026
C 0.23559 4.92698 1.93225 -0.096
C -0.35906 3.84905 2.83063 -0.227
C -1.65065 3.25554 2.28239 -0.170
N -1.44467 2.64084 0.97514 0.013
C -2.08448 1.56736 0.46808 -0.833
S -2.38075 1.39868 -1.15203 0.744
N -2.46320 0.57032 1.34937 0.122
C -1.89097 0.13689 2.54690 -0.419
O -2.55721 -0.49919 3.33014 0.094
C -0.43896 0.39537 2.79118 -0.155
C 0.48282 0.51959 1.75666 -0.040
C 1.82286 0.71662 2.05234 -0.073
C 2.24331 0.79860 3.37260 -0.077
C 1.32504 0.66162 4.40581 -0.071
C -0.01245 0.45024 4.11485 -0.016
H 1.13537 5.35149 2.37759 0.074
H -0.47252 5.74295 1.76854 0.078
H 0.52023 4.52399 0.95731 0.051
H -0.57955 4.26947 3.81518 0.115
H 0.36600 3.04631 2.98111 0.086
H -2.41511 4.03569 2.18886 0.129
H -2.04134 2.51210 2.97350 0.112
H -1.15021 3.26636 0.23989 0.106
H -3.21145 -0.02771 1.01502 0.118
H 0.16075 0.45204 0.72397 0.098
H 2.54122 0.80872 1.24805 0.093
H 3.28941 0.96449 3.59773 0.105
H 1.65315 0.71513 5.43577 0.105
H -0.74378 0.32286 4.90268 0.124
```

Summary:
* energy above the lowest of the compared OMol25 structures with the same formula, charge and spin: 0.4 kcal per mole
* total charge: 0
* E_LUMO: 0.046 eV
* frontier orbital gap: 7.40 eV
* electronic energy: -81590.24700 eV



Entry 6:
ORCA calculation (ωB97M-V/def2-TZVPD) on a structure of composition C27H30FeN4O5S.

The geometry in XYZ format:
```
68
Properties=species:S:1:pos:R:3:lowdin_charge:R:1
Fe 0.26013 0.57282 0.25295 0.716
N 2.21455 1.09581 1.07732 0.039
H 2.32996 0.90868 2.06905 0.081
H 2.41862 2.08047 0.93437 0.066
H 2.91110 0.56148 0.56734 0.072
O -5.64227 7.09597 1.09666 0.136
C -4.78381 6.75647 0.11819 -0.474
O -4.83828 7.30114 -0.94614 0.134
C -3.77056 5.68262 0.40893 -0.116
C -2.85672 5.40734 -0.60434 0.007
C -1.88843 4.43716 -0.43289 -0.103
C -1.82642 3.72164 0.76084 -0.610
S -0.59379 2.49084 1.01744 0.751
C -2.73054 3.99361 1.78172 -0.096
C -3.69662 4.96979 1.60095 -0.011
H -5.47984 6.59889 1.90510 0.090
H -2.92420 5.97429 -1.52244 0.129
H -1.16921 4.24080 -1.21739 0.106
H -2.67558 3.44180 2.70973 0.106
H -4.38784 5.14305 2.41729 0.115
O -0.37798 -0.49459 1.99059 -0.073
H -0.19839 -1.42258 1.78287 0.080
H -1.27377 -0.42336 2.34124 0.096
C 5.62235 -7.07668 0.37948 -0.044
C 4.16488 -6.70683 0.34780 -0.223
C 3.21325 -7.61891 0.78829 -0.041
C 1.86293 -7.30521 0.78514 -0.074
C 1.45259 -6.07730 0.30155 -0.027
C 2.39335 -5.15492 -0.14428 -0.213
N 1.91604 -3.89882 -0.61620 0.098
C 2.17178 -3.38249 -1.85083 -0.192
C 2.63469 -4.21941 -2.88565 -0.015
C 2.88241 -3.72070 -4.14138 -0.054
C 2.68253 -2.36869 -4.44246 -0.077
C 2.22842 -1.53744 -3.45116 -0.018
C 1.96465 -2.01406 -2.15523 -0.079
C 1.45708 -1.05324 -1.18961 -0.556
O 1.44312 0.19358 -1.43677 -0.066
O 0.94927 -1.40616 -0.05432 -0.127
C 3.76078 -5.44173 -0.10179 -0.171
C 4.78924 -4.42102 -0.50046 -0.026
H 5.74540 -8.13197 0.61518 0.079
H 6.16282 -6.50253 1.13560 0.087
H 6.10811 -6.88456 -0.57822 0.086
H 3.53856 -8.58998 1.13996 0.113
H 1.13395 -8.02528 1.13175 0.106
H 0.40133 -5.82460 0.24380 0.110
H 1.47049 -3.28310 0.04338 0.115
H 2.78519 -5.26938 -2.67605 0.123
H 3.23156 -4.39615 -4.91205 0.113
H 2.88012 -1.98917 -5.43444 0.105
H 2.05929 -0.48712 -3.64440 0.119
H 4.39350 -3.40918 -0.42785 0.078
H 5.12610 -4.56411 -1.53055 0.093
H 5.66737 -4.48803 0.13997 0.079
N -3.24353 -0.52547 -4.77611 0.156
C -2.64232 -0.29968 -3.59359 -0.297
C -2.40047 1.00153 -3.12373 0.014
C -1.76618 1.17710 -1.92296 -0.118
N -1.34689 0.17065 -1.13627 -0.044
C -1.60177 -1.07583 -1.57931 -0.118
C -2.23051 -1.35637 -2.76272 0.012
H -3.52420 0.23400 -5.36940 0.116
H -3.40911 -1.46004 -5.10244 0.115
H -2.70701 1.86519 -3.69791 0.122
H -1.57556 2.17559 -1.55669 0.063
H -1.27413 -1.88673 -0.94274 0.117
H -2.39465 -2.38626 -3.04881 0.121
```

Summary:
* total charge: +1
* E_LUMO (spin up / spin down): -2.419 / -4.700 eV
* 2S+1: 6
* <S²>: 8.769
* frontier orbital gap (spin up / spin down): 7.77 / 5.48 eV
* electronic energy: -89904.23540 eV